(1)
14 unconnected molecules or ions with the total composition C55H141N7O7, computed with the ωB97M-V functional and the def2-TZVPD basis.

The geometry in XYZ format:
```
210
C55H141N7O7, DFT the ωB97M-V functional and the def2-TZVPD basis
C 0.142 -6.084 -2.544
C -1.300 -5.892 -3.158
N -1.309 -5.169 -4.446
C -1.003 -3.702 -4.222
C -2.052 -3.041 -3.346
C -0.417 -5.694 -5.511
C -0.717 -7.202 -5.879
H 0.748 -6.711 -3.198
H 0.002 -6.663 -1.631
H 0.758 -5.211 -2.328
H -1.728 -6.879 -3.334
H -2.035 -5.496 -2.457
H 0.000 -3.548 -3.824
H -1.079 -3.191 -5.182
H -3.056 -3.306 -3.676
H -1.996 -3.279 -2.284
H -1.947 -1.957 -3.409
H 0.648 -5.646 -5.284
H -0.483 -5.100 -6.422
H -1.733 -7.338 -6.250
H -0.379 -7.977 -5.190
H -0.119 -7.427 -6.761
C 0.325 0.141 -4.878
C 0.575 1.643 -4.452
N 0.991 2.488 -5.582
C 0.133 2.489 -6.726
C -1.330 2.888 -6.472
C 1.301 3.846 -5.157
C 2.397 3.967 -4.040
H -0.033 -0.429 -4.021
H 1.129 -0.440 -5.330
H -0.516 0.080 -5.568
H -0.336 2.031 -3.996
H 1.350 1.500 -3.699
H 0.586 3.215 -7.402
H 0.227 1.495 -7.164
H -1.831 2.201 -5.791
H -1.305 3.865 -5.988
H -1.884 3.055 -7.396
H 0.441 4.389 -4.765
H 1.722 4.397 -5.998
H 3.321 3.489 -4.366
H 2.138 3.504 -3.088
H 2.545 5.028 -3.840
C 3.226 -0.997 6.372
C 3.029 -0.188 5.079
N 4.256 -0.137 4.244
C 4.077 0.328 2.901
C 3.170 -0.461 2.063
C 5.319 0.711 4.892
C 6.661 0.330 4.290
H 2.309 -0.916 6.956
H 4.054 -0.636 6.982
H 3.440 -2.025 6.080
H 2.257 -0.705 4.510
H 2.595 0.800 5.231
H 3.812 1.386 2.889
H 5.040 0.298 2.390
H 2.150 -0.473 2.446
H 3.291 -0.103 1.040
H 3.601 -1.462 2.090
H 5.352 0.612 5.977
H 5.075 1.761 4.727
H 7.406 0.747 4.967
H 6.866 0.849 3.354
H 6.770 -0.752 4.224
C 4.040 6.014 -0.403
C 4.868 5.016 0.366
N 4.833 3.596 -0.169
C 3.510 2.979 -0.118
C 3.466 1.844 -1.093
C 5.799 2.857 0.679
C 7.270 3.163 0.383
H 4.208 7.014 -0.005
H 3.002 5.767 -0.180
H 4.253 5.964 -1.471
H 5.853 5.479 0.315
H 4.568 5.144 1.406
H 2.782 3.757 -0.350
H 3.269 2.609 0.879
H 4.233 1.085 -0.942
H 3.657 2.113 -2.132
H 2.468 1.405 -1.105
H 5.618 2.836 1.754
H 5.697 1.803 0.420
H 7.938 2.493 0.924
H 7.594 3.121 -0.657
H 7.543 4.160 0.725
C -6.677 2.324 -1.246
C -5.123 2.140 -1.223
N -4.535 2.616 -2.518
C -3.159 2.063 -2.593
C -3.089 0.527 -2.930
C -4.553 4.105 -2.681
C -3.852 4.678 -3.906
H -7.001 1.744 -2.110
H -7.039 3.340 -1.402
H -7.011 1.902 -0.298
H -4.585 2.635 -0.415
H -4.909 1.084 -1.057
H -2.536 2.518 -3.363
H -2.639 2.211 -1.647
H -3.232 0.349 -3.996
H -2.042 0.278 -2.755
H -3.677 -0.109 -2.267
H -4.089 4.522 -1.788
H -5.585 4.442 -2.778
H -2.767 4.650 -3.810
H -4.097 5.721 -4.105
H -4.175 4.141 -4.798
C -2.546 5.149 3.788
C -2.598 5.216 2.251
N -1.355 4.745 1.587
C -0.143 5.529 1.979
C -0.248 7.045 1.879
C -1.626 4.845 0.118
C -0.572 4.266 -0.821
H -3.484 5.490 4.227
H -1.768 5.808 4.173
H -2.343 4.116 4.071
H -3.437 4.594 1.940
H -2.792 6.235 1.918
H 0.086 5.268 3.012
H 0.710 5.205 1.383
H 0.635 7.589 2.213
H -0.328 7.353 0.836
H -1.112 7.403 2.440
H -1.835 5.873 -0.179
H -2.505 4.230 -0.072
H -0.964 4.160 -1.833
H -0.225 3.362 -0.319
H 0.290 4.917 -0.959
C -1.230 -4.923 1.690
C -1.464 -5.651 3.025
N -0.242 -6.328 3.512
C -0.460 -6.834 4.879
C -0.940 -5.818 5.888
C 0.104 -7.366 2.510
C 1.344 -8.106 2.952
H -2.028 -4.212 1.477
H -1.275 -5.643 0.873
H -0.244 -4.460 1.740
H -1.761 -4.840 3.690
H -2.273 -6.378 2.951
H -1.068 -7.736 4.957
H 0.495 -7.180 5.273
H -0.352 -4.900 5.890
H -2.011 -5.621 5.841
H -0.764 -6.223 6.885
H 0.267 -6.868 1.554
H -0.685 -8.115 2.442
H 1.209 -8.715 3.846
H 2.090 -7.361 3.227
H 1.665 -8.866 2.240
C -0.914 -1.285 3.531
O -0.141 -1.527 4.633
H -1.777 -1.950 3.570
H -1.237 -0.248 3.440
H -0.447 -1.627 2.607
H 0.302 -2.370 4.514
C 0.453 2.193 3.021
O -0.589 2.190 2.087
H 1.309 2.528 2.437
H 0.265 2.986 3.744
H 0.673 1.224 3.469
H -0.863 3.110 2.050
C -4.221 -2.814 -0.223
O -5.038 -3.780 -0.896
H -3.247 -3.299 -0.160
H -4.126 -1.924 -0.845
H -4.617 -2.649 0.780
H -5.869 -3.411 -1.204
C 3.422 -1.895 -2.543
O 4.328 -2.997 -2.451
H 2.394 -2.258 -2.566
H 3.456 -1.267 -1.653
H 3.577 -1.300 -3.443
H 5.200 -2.652 -2.656
C 2.918 -4.306 0.444
O 4.036 -4.971 -0.087
H 3.083 -3.232 0.527
H 1.994 -4.606 -0.052
H 2.804 -4.637 1.476
H 4.315 -4.588 -0.921
C -0.299 0.121 -0.431
C 0.359 -1.140 -0.993
C -0.070 -2.208 -0.034
O -1.417 -1.795 0.228
C -1.585 -0.405 0.190
H -0.410 0.926 -1.158
H 0.307 0.527 0.379
H 1.432 -0.992 -1.114
H -0.022 -1.343 -1.994
H 0.551 -2.284 0.859
H 0.069 -3.188 -0.490
H -1.734 -0.007 1.194
H -2.479 -0.176 -0.389
C -4.179 0.318 2.430
C -5.413 0.031 3.328
C -6.275 1.271 3.049
O -5.461 2.320 2.532
C -4.081 1.880 2.547
H -4.512 0.028 1.434
H -3.279 -0.211 2.741
H -5.209 -0.111 4.389
H -5.930 -0.835 2.914
H -6.612 1.520 4.056
H -7.067 0.989 2.356
H -3.550 2.142 3.462
H -3.526 2.329 1.723
```

Multiplicity: 2
Charge: +1
LUMO (alpha / beta) in eV: -2.06 / -7.06
Largest force on an atom in hartree/bohr: 0.0872


(2)
C5H11PS in the gas phase, computed with the ωB97M-V functional and the def2-TZVPD basis.

The geometry in XYZ format:
```
18
C5H11PS, DFT the ωB97M-V functional and the def2-TZVPD basis
C 1.014 -3.062 -0.545
P 1.164 -2.300 0.952
C 0.114 -0.323 0.546
C 0.950 0.135 -0.667
C 0.604 1.621 -1.035
C -1.380 -0.195 0.444
S -2.548 1.571 0.338
H 1.402 -4.060 -0.534
H 0.681 -2.554 -1.422
H 0.626 0.186 1.419
H 1.969 -0.180 -0.485
H 0.557 -0.315 -1.597
H 1.254 2.078 -1.766
H 0.539 2.296 -0.251
H -0.287 1.856 -1.487
H -1.729 -0.720 -0.556
H -1.904 -0.740 1.220
H -2.841 1.553 -0.911
```

Multiplicity: 1
Charge: 0
Energy relative to the best compared isomer or geometry (same formula, charge and spin) in kJ/mol: 370.3
SMILES: C=P[C@@H](CC)CS
LUMO in eV: -0.21
Largest force on an atom in hartree/bohr: 0.0686


(3)
A molecular structure, C26H27FN3O6Pd, computed with the ωB97M-V functional and the def2-TZVPD basis.

The geometry in XYZ format:
```
64
C26H27FN3O6Pd, DFT the ωB97M-V functional and the def2-TZVPD basis
Pd 3.370 0.720 -1.072
C 1.212 0.928 -7.578
O 2.595 1.242 -7.562
C 3.230 1.228 -6.375
C 4.609 1.543 -6.434
C 5.326 1.550 -5.282
C 4.752 1.262 -4.012
C 5.585 1.327 -2.851
C 7.061 1.601 -2.974
O 5.195 1.194 -1.665
C 3.360 0.941 -3.964
O 2.691 0.624 -2.904
C 2.626 0.938 -5.177
H 0.903 0.991 -8.617
H 0.641 1.644 -6.982
H 1.036 -0.082 -7.204
H 5.055 1.770 -7.392
H 6.376 1.797 -5.336
H 7.533 0.925 -3.684
H 7.514 1.478 -1.994
H 7.226 2.623 -3.316
H 1.579 0.690 -5.101
F -3.080 -1.466 -0.801
C -2.334 -0.992 0.221
C -1.055 -0.585 -0.028
C -0.248 -0.144 1.022
C 1.122 0.295 0.738
O 1.490 0.273 -0.458
C 1.884 0.739 1.854
C 1.297 0.742 3.083
N 0.048 0.308 3.358
C -0.453 0.375 4.712
C 0.443 -0.058 5.827
C -0.731 -0.908 5.443
C -0.764 -0.125 2.323
C -2.093 -0.505 2.545
C -2.890 -0.946 1.506
N -4.229 -1.325 1.788
C -4.465 -2.417 2.717
C -5.628 -2.007 3.632
N -6.475 -1.016 2.871
C -6.621 -1.430 1.436
C -5.252 -1.275 0.752
C 3.341 1.208 1.834
O 3.754 1.749 2.845
O 4.037 0.943 0.793
H -0.648 -0.619 -1.030
H 1.878 1.119 3.915
H -1.109 1.219 4.893
H 0.399 0.510 6.744
H 1.425 -0.427 5.568
H -1.587 -0.941 6.104
H -0.517 -1.827 4.914
H -2.511 -0.437 3.540
H -3.578 -2.604 3.316
H -4.702 -3.348 2.187
H -5.285 -1.500 4.532
H -6.266 -2.843 3.909
H -5.992 -0.115 2.891
H -7.384 -0.901 3.318
H -7.386 -0.815 0.969
H -6.964 -2.462 1.452
H -5.186 -0.315 0.241
H -5.160 -2.062 0.000
```

Multiplicity: 1
Charge: +1
Energy relative to the best compared isomer or geometry (same formula, charge and spin) in kJ/mol: 0.0
LUMO in eV: -3.41
Largest force on an atom in hartree/bohr: 0.0071


(4)
A molecular structure, C40H33N6O3RuS5, computed with the ωB97M-V functional and the def2-TZVPD basis.

The geometry in XYZ format:
```
88
C40H33N6O3RuS5, DFT the ωB97M-V functional and the def2-TZVPD basis
Ru 0.947 -0.296 0.209
N 0.822 1.169 4.576
C 1.077 1.031 3.247
S 1.725 -0.482 2.722
N 0.839 2.084 2.508
N 1.014 1.858 1.176
C 1.265 2.850 0.403
C 1.475 4.257 0.821
C 0.687 4.884 1.783
C 0.927 6.204 2.128
C 1.966 6.909 1.537
C 2.763 6.289 0.587
C 2.513 4.975 0.226
C 1.382 2.515 -1.042
C 0.995 3.405 -2.034
C 1.135 3.024 -3.358
C 1.676 1.783 -3.649
C 2.000 0.940 -2.599
N 1.849 1.293 -1.326
H 1.213 0.490 5.204
H 0.656 2.101 4.917
H -0.106 4.332 2.258
H 0.302 6.684 2.871
H 2.155 7.936 1.818
H 3.578 6.828 0.124
H 3.135 4.497 -0.520
H 0.586 4.368 -1.763
H 0.819 3.686 -4.153
H 1.801 1.448 -4.669
H 2.375 -0.061 -2.765
C 5.069 -2.316 0.553
C 3.705 -2.086 -0.055
O 3.217 -0.958 0.062
C 3.024 -3.168 -0.751
C 3.614 -4.447 -0.830
C 3.002 -5.490 -1.475
C 1.751 -5.272 -2.076
C 1.147 -4.045 -2.027
C 1.757 -2.947 -1.364
O 1.132 -1.815 -1.348
H 5.386 -1.395 1.035
H 5.794 -2.602 -0.208
H 5.027 -3.115 1.292
H 4.580 -4.610 -0.371
H 3.473 -6.461 -1.524
H 1.254 -6.089 -2.585
H 0.180 -3.868 -2.479
N -2.042 -5.722 4.162
C -2.749 -4.711 3.628
S -4.371 -4.560 3.850
C -1.956 -3.752 2.800
C -0.785 -4.136 2.149
C -0.099 -3.204 1.394
N -0.516 -1.949 1.249
C -1.636 -1.579 1.865
C -2.383 -2.441 2.645
H -2.529 -6.375 4.753
H -1.037 -5.714 4.174
H -0.416 -5.152 2.179
H 0.812 -3.487 0.879
H -1.950 -0.556 1.707
H -3.293 -2.106 3.121
O -0.805 0.258 -0.671
C -2.001 0.638 -1.272
C -1.896 0.365 -2.774
C -1.035 -0.530 -3.330
C -1.258 -0.732 -4.721
C -2.303 -0.003 -5.191
S -3.029 0.924 -3.950
C -3.155 -0.214 -0.747
C -4.168 0.134 0.096
C -5.017 -0.962 0.423
C -4.628 -2.114 -0.186
S -3.243 -1.883 -1.163
C -2.286 2.095 -0.913
C -1.968 2.663 0.284
C -2.444 3.996 0.418
C -3.115 4.418 -0.685
S -3.146 3.216 -1.899
H -0.297 -1.054 -2.745
H -0.671 -1.399 -5.334
H -2.693 0.044 -6.194
H -4.307 1.138 0.465
H -5.874 -0.890 1.076
H -5.085 -3.086 -0.115
H -1.437 2.125 1.055
H -2.300 4.604 1.295
H -3.576 5.374 -0.863
```

Multiplicity: 6
Charge: 0
Energy relative to the best compared isomer or geometry (same formula, charge and spin) in kJ/mol: 42.6
LUMO (alpha / beta) in eV: -0.36 / -0.83
Largest force on an atom in hartree/bohr: 0.0081


(5)
2 unconnected molecules or ions with the total composition H5NO2, computed with the ωB97M-V functional and the def2-TZVPD basis.

The geometry in XYZ format:
```
8
H5NO2, DFT the ωB97M-V functional and the def2-TZVPD basis
N -1.240 1.107 0.238
O 0.132 0.558 -0.011
H -1.724 0.403 0.649
H -1.103 1.875 0.928
H 0.497 1.108 -0.727
O 1.458 -1.753 -0.618
H 0.961 -2.411 -0.076
H 1.019 -0.885 -0.384
```

Multiplicity: 1
Charge: 0
Energy relative to the best compared isomer or geometry (same formula, charge and spin) in kJ/mol: 27.1
SMILES: NO.O
LUMO in eV: 0.91
Largest force on an atom in hartree/bohr: 0.0980


(6)
A molecular structure, C5H8OS2, computed with the ωB97M-V functional and the def2-TZVPD basis.

The geometry in XYZ format:
```
16
C5H8OS2, DFT the ωB97M-V functional and the def2-TZVPD basis
C -1.524 1.520 -0.843
C 0.257 -0.318 0.091
C 0.947 0.987 0.344
C 0.622 -1.551 0.603
C -0.309 -2.660 0.875
H -0.260 1.939 -0.685
H -2.039 2.018 -1.902
H -2.192 1.883 0.072
H 1.876 1.024 1.074
H 0.309 1.738 0.945
H 1.614 0.448 -1.510
H 1.858 -1.422 0.789
H -1.215 -2.625 0.441
O 1.464 1.428 -1.044
S -1.171 -0.258 -0.969
S -0.236 -4.151 1.719
```

Multiplicity: 1
Charge: 0
Energy relative to the best compared isomer or geometry (same formula, charge and spin) in kJ/mol: 542.7
LUMO in eV: -1.29
Largest force on an atom in hartree/bohr: 0.1046


(7)
A gas-phase ion, C8H10N5 (charge +1), computed with the ωB97M-V functional and the def2-TZVPD basis.

The geometry in XYZ format:
```
23
C8H10N5, DFT the ωB97M-V functional and the def2-TZVPD basis
C -2.213 -0.823 -1.015
C -1.310 0.195 -1.212
N -1.242 1.174 -2.141
C -0.085 2.019 -1.924
N 0.518 1.411 -0.754
C -0.193 0.354 -0.331
C -0.007 -0.528 0.724
C -0.970 -1.530 0.875
N -0.952 -2.441 1.930
N 0.037 -2.581 2.634
C 1.256 -1.862 2.398
C 1.096 -0.480 1.744
N -2.011 -1.650 0.038
H -3.067 -0.998 -1.646
H -1.886 1.315 -2.897
H 0.601 1.999 -2.786
H -0.375 3.064 -1.731
H 1.348 1.778 -0.325
H 1.864 -2.528 1.772
H 1.761 -1.790 3.363
H 2.037 -0.173 1.286
H 0.839 0.261 2.509
H -2.656 -2.412 0.225
```

Multiplicity: 1
Charge: +1
Energy relative to the best compared isomer or geometry (same formula, charge and spin) in kJ/mol: 0.0
SMILES: C1=C2NC[NH+]=C2C2=C(N=NCC2)N1
LUMO in eV: -4.13
Largest force on an atom in hartree/bohr: 0.0316


(8)
A molecular structure, C4H6O, computed with the ωB97M-V functional and the def2-TZVPD basis.

The geometry in XYZ format:
```
11
C4H6O, DFT the ωB97M-V functional and the def2-TZVPD basis
O 2.655 -0.215 -0.011
C 1.483 -0.361 -0.202
C 0.255 0.126 0.710
C -0.725 0.930 -0.137
C -0.941 -0.535 0.124
H 0.757 -1.055 -1.148
H 0.498 0.317 1.764
H -1.350 1.739 0.257
H -0.341 1.146 -1.134
H -1.783 -1.034 0.605
H -0.505 -1.156 -0.774
```

Multiplicity: 1
Charge: 0
Energy relative to the best compared isomer or geometry (same formula, charge and spin) in kJ/mol: 195.9
LUMO in eV: 1.07
Largest force on an atom in hartree/bohr: 0.0746


Which formula does entry 5 have? H5NO2


The highest multiplicity belongs to which entry? C40H33N6O3RuS5


Look up the multiplicity of the fourth one. 6